{"formula": "C54H109N5O28P6", "method": "ωB97M-V/def2-TZVPD", "species": ["O", "N", "O", "C", "C", "C", "C", "C", "C", "H", "H", "H", "H", "H", "O", "N", "O", "C", "C", "C", "C", "C", "C", "H", "H", "H", "H", "H", "C", "C", "O", "P", "O", "O", "C", "C", "O", "C", "C", "H", "H", "H", "H", "H", "H", "H", "H", "H", "H", "H", "H", "H", "H", "H", "C", "C", "O", "P", "O", "O", "C", "C", "O", "C", "C", "H", "H", "H", "H", "H", "H", "H", "H", "H", "H", "H", "H", "H", "H", "H", "C", "C", "O", "P", "O", "O", "C", "C", "O", "C", "C", "H", "H", "H", "H", "H", "H", "H", "H", "H", "H", "H", "H", "H", "H", "H", "C", "C", "O", "P", "O", "O", "C", "C", "O", "C", "C", "H", "H", "H", "H", "H", "H", "H", "H", "H", "H", "H", "H", "H", "H", "H", "C", "C", "O", "P", "O", "O", "C", "C", "O", "C", "C", "H", "H", "H", "H", "H", "H", "H", "H", "H", "H", "H", "H", "H", "H", "H", "C", "C", "O", "P", "O", "O", "C", "C", "O", "C", "C", "H", "H", "H", "H", "H", "H", "H", "H", "H", "H", "H", "H", "H", "H", "H", "C", "C", "N", "H", "H", "H", "C", "C", "N", "H", "H", "H", "C", "C", "N", "H", "H", "H"], "xyz": [[-1.479223, -1.462639, 1.947133], [-0.985673, -1.761079, 0.870533], [-0.525903, -2.882339, 0.585293], [-0.815673, -0.684999, -0.175767], [-1.338983, 0.603411, -0.012167], [-1.195613, 1.584421, -1.007667], [-0.339633, 1.294361, -2.040657], [0.313187, 0.109401, -2.158017], [0.023647, -0.929219, -1.275577], [-1.996453, 0.769941, 0.828313], [-1.744093, 2.514711, -0.996107], [-0.227173, 2.072061, -2.781557], [0.931437, -0.046829, -3.029657], [0.596577, -1.831859, -1.428517], [4.635107, -1.222179, 6.556913], [4.685247, -1.369939, 5.335323], [5.595937, -2.001109, 4.800543], [3.503467, -0.912119, 4.513183], [3.364347, -1.145409, 3.124573], [2.218107, -0.739639, 2.476823], [1.202667, 0.014471, 3.058623], [1.395677, 0.358191, 4.389513], [2.454297, -0.153999, 5.098463], [4.172277, -1.693839, 2.663203], [2.067957, -1.073949, 1.460903], [0.319477, 0.340321, 2.529273], [0.718397, 1.005011, 4.927383], [2.474517, 0.192961, 6.121013], [-0.498503, -6.698339, -5.075557], [0.024367, -5.878029, -3.823387], [1.451967, -5.836899, -3.802687], [2.284827, -4.711429, -2.940277], [2.026447, -3.308459, -3.327997], [2.005487, -5.137849, -1.390757], [2.911927, -4.935809, -0.390977], [2.867727, -3.508989, 0.105893], [3.857527, -5.184719, -3.015267], [4.741457, -4.770179, -4.050897], [6.129007, -5.325569, -3.642537], [-1.506743, -6.430709, -5.391667], [0.115847, -6.664719, -5.975297], [-0.436253, -7.705649, -4.663777], [-0.355823, -4.858489, -3.887317], [-0.250173, -6.298739, -2.856057], [2.669307, -5.669429, 0.377803], [3.880537, -5.217779, -0.803767], [2.639577, -2.902349, -0.770487], [2.058137, -3.331759, 0.813883], [3.763557, -3.146099, 0.609783], [4.445327, -5.290059, -4.962017], [4.746637, -3.693289, -4.219407], [6.907847, -5.319169, -4.405087], [6.505867, -4.757229, -2.792217], [6.048577, -6.349399, -3.277297], [-4.784963, -0.824209, 0.400473], [-5.340833, 0.649721, 0.417463], [-4.285753, 1.509491, 0.235053], [-4.287693, 3.032271, 0.811223], [-5.077013, 3.203181, 2.043143], [-4.735003, 3.935711, -0.473047], [-6.103763, 4.139881, -0.730837], [-6.227673, 5.128601, -1.864777], [-2.707173, 3.178101, 0.929103], [-2.223453, 4.333831, 1.472573], [-1.847033, 4.195631, 2.989013], [-4.126513, -0.875669, -0.466637], [-4.204493, -1.066179, 1.290763], [-5.616783, -1.512689, 0.251623], [-5.987103, 0.857801, -0.435257], [-5.895273, 0.896581, 1.322873], [-6.473093, 3.141971, -0.967177], [-6.626083, 4.522911, 0.145843], [-7.241983, 5.304991, -2.222767], [-5.854653, 6.085061, -1.498527], [-5.654203, 4.820621, -2.739057], [-1.318883, 4.511081, 0.890813], [-2.890553, 5.180401, 1.310143], [-1.167383, 3.349801, 3.092623], [-1.298663, 5.082841, 3.305613], [-2.728753, 4.208701, 3.629723], [-0.915503, -7.053459, 1.181073], [-0.429083, -5.789629, 1.890223], [-0.385723, -6.164629, 3.270333], [1.076887, -6.467049, 3.871933], [1.883667, -7.476909, 3.154713], [1.775877, -4.944639, 3.931933], [1.107277, -3.841929, 4.567453], [1.395157, -3.568779, 6.057113], [0.748997, -6.846929, 5.437703], [0.560107, -8.180709, 5.981343], [0.720827, -8.290229, 7.564003], [-0.117883, -7.794999, 1.136193], [-1.761543, -7.503369, 1.700593], [-1.189573, -6.835729, 0.148803], [0.447617, -5.300269, 1.465923], [-1.194263, -5.015129, 1.837633], [1.369627, -2.942049, 4.011133], [0.030947, -3.992239, 4.483693], [0.751597, -2.786809, 6.460183], [1.403377, -4.525469, 6.579393], [2.405557, -3.172379, 6.157333], [-0.439553, -8.492619, 5.678893], [1.263457, -8.806179, 5.431623], [0.581647, -9.349729, 7.778923], [1.702847, -7.999979, 7.937503], [-0.025393, -7.664819, 8.054013], [-1.348033, 11.657641, -1.512557], [-0.597923, 10.384811, -1.272747], [0.105717, 9.888951, -2.394717], [0.842017, 8.451411, -2.321737], [1.877067, 8.316041, -1.244277], [-0.422743, 7.418951, -2.239687], [-0.288393, 6.090681, -1.726717], [-1.462533, 5.338841, -2.394177], [1.388077, 8.240561, -3.861247], [2.354817, 9.152081, -4.420337], [3.053387, 8.630621, -5.638217], [-1.987723, 11.870631, -0.656097], [-0.884133, 12.604171, -1.789997], [-2.100343, 11.426131, -2.266557], [0.190047, 10.604331, -0.552317], [-1.262543, 9.624391, -0.862687], [0.699127, 5.736861, -2.022897], [-0.373503, 6.180911, -0.643797], [-2.425433, 5.555581, -1.931637], [-1.433453, 5.609271, -3.449697], [-1.420033, 4.251651, -2.459817], [1.934677, 10.092171, -4.777837], [3.054967, 9.386501, -3.618507], [2.342937, 8.571871, -6.462787], [3.925507, 9.220121, -5.921047], [3.440497, 7.616201, -5.542317], [1.978827, 3.611411, -0.391767], [3.483787, 3.333571, -0.424787], [4.253317, 3.869521, -1.514907], [3.703727, 3.510831, -3.054907], [2.835517, 2.323161, -3.227517], [3.056407, 4.843651, -3.625647], [2.347407, 4.967201, -4.786997], [3.151997, 4.403491, -5.897117], [5.073267, 3.425151, -3.951037], [5.969137, 4.513811, -4.030957], [6.850637, 4.259871, -5.297467], [1.813447, 4.688251, -0.425877], [1.501867, 3.047571, -1.193447], [1.493747, 3.396301, 0.560353], [3.936287, 3.705901, 0.494293], [3.528257, 2.247711, -0.508697], [1.477467, 4.314081, -4.718057], [1.926457, 5.943131, -5.028777], [3.353557, 3.345081, -5.732077], [2.501617, 4.507111, -6.765657], [4.100097, 4.910301, -6.076967], [5.297057, 5.312811, -4.344027], [6.503357, 4.643691, -3.089767], [7.403237, 3.320701, -5.271057], [6.381847, 4.191271, -6.279117], [7.619937, 5.030841, -5.340657], [-2.174403, -1.497569, 4.913583], [-3.448953, -1.815019, 4.168683], [-4.344113, -2.580089, 4.941513], [-5.910903, -2.679199, 4.678633], [-6.585033, -1.456259, 4.112673], [-6.417183, -3.064619, 6.258953], [-6.117253, -2.165159, 7.304853], [-5.135913, -2.955929, 8.148883], [-6.181963, -4.069889, 3.962213], [-6.519613, -4.115789, 2.549453], [-6.234333, -5.524649, 2.101383], [-1.429393, -0.926509, 4.359563], [-2.361813, -0.846989, 5.767823], [-1.627993, -2.322189, 5.371333], [-3.884883, -0.936639, 3.692753], [-3.272303, -2.388949, 3.259023], [-5.805343, -1.186879, 6.939103], [-7.035313, -2.067809, 7.884333], [-5.586393, -3.879969, 8.511253], [-4.211183, -3.194419, 7.623423], [-4.997163, -2.348759, 9.043413], [-7.560263, -3.791889, 2.564593], [-6.100343, -3.321449, 1.931923], [-5.186343, -5.742669, 2.307003], [-6.848213, -6.274119, 2.600933], [-6.610533, -5.695179, 1.092673], [1.879857, 0.621551, -6.326837], [2.290077, 1.406751, -7.485557], [2.620767, 2.028371, -8.373667], [1.014727, 0.976581, -5.766837], [2.729437, 0.596141, -5.644437], [1.671307, -0.393629, -6.664487], [4.434237, -0.413549, -2.635007], [4.847107, -0.904279, -3.961417], [5.240697, -1.326319, -4.994037], [4.980227, 0.512011, -2.452477], [4.734007, -1.201369, -1.943937], [3.347427, -0.393399, -2.554117], [-2.405923, -4.481559, -1.632967], [-3.153433, -4.229819, -0.337597], [-3.731403, -3.982319, 0.621673], [-3.155623, -4.435529, -2.422857], [-2.057803, -5.511059, -1.548987], [-1.563493, -3.808639, -1.792967]], "forces_ev_per_angstrom": [[0.296, -0.238, -1.085], [0.812, -0.358, -0.496], [-0.862, 1.690, 0.463], [0.891, 0.506, -0.495], [-1.048, -0.480, 0.199], [0.143, -1.279, 0.894], [-0.550, 1.725, -0.539], [-0.290, -1.268, -0.166], [0.663, 0.096, 0.296], [0.042, 0.124, 0.076], [0.116, -0.120, 0.304], [0.324, -0.031, -0.292], [0.279, -0.216, 0.150], [-0.381, -0.420, 0.206], [-0.444, 0.517, -1.350], [0.153, -1.308, 0.761], [-1.170, 1.067, -0.340], [-1.478, 1.210, -0.614], [1.152, -0.472, 2.067], [-0.741, -0.116, -0.996], [0.865, -0.056, 0.632], [-0.424, -0.238, -0.393], [1.656, 0.005, 0.842], [-0.158, -0.097, -0.383], [0.197, 0.107, -0.266], [0.064, -0.080, -0.212], [-0.218, -0.027, -0.078], [0.503, -0.464, 0.257], [0.859, -0.185, 1.775], [-0.407, 0.676, -1.233], [1.744, 1.126, 0.773], [0.984, -1.469, 0.353], [-0.072, -0.770, 0.352], [-2.357, -0.051, -3.773], [1.932, -0.224, 1.697], [-0.356, 0.439, 0.181], [-2.608, 0.614, 0.210], [1.376, -1.070, -0.714], [-0.284, 0.404, 0.561], [-0.046, -0.036, 0.474], [0.352, 0.376, 0.358], [-0.469, -0.363, -0.718], [-0.006, 0.169, 0.102], [-0.491, -0.270, -0.259], [0.048, 0.104, 0.214], [0.289, 0.229, 0.452], [0.288, 0.375, 0.034], [-0.208, -0.245, -0.025], [0.235, -0.251, -0.248], [-0.153, 0.230, -0.199], [-0.128, -0.084, 0.181], [-0.350, 0.253, -0.260], [0.071, 0.143, 0.018], [-0.263, -0.076, -0.194], [-0.684, 1.612, -0.390], [-1.163, -1.994, 0.042], [2.251, 2.932, 0.497], [-0.895, -1.840, -0.622], [0.407, 0.398, -0.836], [2.275, -0.272, 1.745], [-1.109, -0.354, -0.325], [0.172, 0.234, -0.199], [-2.246, -1.647, -0.943], [1.911, 2.027, 1.787], [-0.199, 0.734, -1.206], [0.053, -0.207, -0.051], [-0.210, 0.036, 0.033], [0.139, -0.099, 0.198], [-0.494, -0.679, -0.062], [0.040, -0.215, 0.169], [-0.633, 0.136, -0.211], [0.090, -0.139, 0.163], [-0.155, -0.257, 0.346], [0.131, 0.083, -0.199], [0.170, -0.020, 0.107], [0.223, 0.422, 0.175], [-0.114, 0.079, 0.050], [-0.364, -0.181, 0.314], [0.208, 0.116, -0.251], [-0.002, -0.710, -0.116], [0.667, 0.251, -0.624], [-1.893, -0.416, -0.561], [1.682, 0.129, 1.206], [0.229, 0.586, 1.512], [-0.513, 1.103, 0.402], [-0.481, -2.224, 0.523], [-1.011, 0.606, 0.514], [1.364, -0.698, -0.917], [0.288, 1.263, -1.035], [0.385, -0.033, 0.192], [-0.054, 0.492, -2.035], [0.060, -0.017, 0.116], [-0.023, 0.266, 0.006], [-0.145, 0.025, -0.075], [0.481, -0.496, 0.341], [-0.094, -0.032, 0.021], [0.010, -0.169, -0.290], [-0.107, 0.008, -0.275], [-0.367, -0.405, -0.017], [-0.492, 0.242, 0.390], [0.183, -0.016, 0.026], [-0.108, -0.058, 0.269], [0.117, -0.263, 0.377], [-0.197, 0.086, 0.193], [0.050, 0.052, -0.322], [-0.071, -0.221, 0.012], [-1.820, -0.101, -0.809], [1.347, 0.659, 1.624], [0.394, -1.379, -1.417], [0.389, -0.167, 0.053], [-1.630, 0.058, -1.655], [1.338, 2.090, -0.446], [-0.571, -0.242, -0.493], [0.537, -0.303, -0.133], [-1.034, 0.312, 1.131], [0.795, 0.741, 0.634], [-0.002, -1.440, -0.467], [0.298, -0.068, 0.387], [0.687, -0.484, 0.008], [-0.024, 0.243, -0.431], [-0.128, -0.242, 0.522], [-0.066, -0.024, -0.115], [-0.132, -0.427, 0.163], [0.125, -0.404, 0.037], [0.061, 0.359, -0.150], [-0.351, 0.390, 0.048], [0.532, -0.142, 0.607], [-0.739, 0.039, 0.614], [0.195, 0.047, -0.061], [0.100, 0.215, -0.189], [-0.297, 0.386, 0.088], [0.006, -0.117, 0.373], [0.329, 1.064, -0.218], [-0.913, -0.934, 0.736], [-1.451, -0.105, -2.762], [1.444, 0.274, -0.364], [0.782, 0.609, 0.489], [1.107, 1.000, 3.714], [-1.416, -1.526, -1.711], [-0.271, 0.013, -1.418], [-1.759, -1.726, 2.074], [-0.203, -0.005, -2.680], [0.910, -0.207, 0.911], [-0.073, 0.127, -0.675], [-0.239, 0.376, 0.066], [0.417, -0.749, 0.152], [0.279, -0.150, -0.239], [0.582, -0.119, 0.382], [-0.416, -0.059, 0.135], [0.656, 0.396, 0.794], [-0.026, 0.101, -0.150], [0.384, -0.207, -0.449], [-0.106, 0.125, -0.034], [0.592, 0.912, 0.782], [0.080, 0.231, -0.256], [-0.005, -0.154, 0.570], [-0.752, 0.464, 0.363], [-0.053, 0.183, -0.078], [0.359, 0.612, 1.080], [0.831, -0.170, -2.012], [-0.762, 0.104, 0.664], [-1.966, 0.961, 2.478], [1.430, -2.036, 0.478], [0.127, 0.082, -4.459], [0.091, -1.286, 0.394], [-0.039, 1.007, 0.863], [0.856, 0.975, 0.380], [-1.427, 0.348, 0.442], [-0.803, -0.148, -0.001], [-0.307, -0.200, -0.573], [-0.461, 0.116, 0.143], [-0.324, -0.523, -0.395], [-0.441, 0.500, 0.864], [0.604, -0.452, 0.110], [0.254, -0.036, 0.120], [-0.100, 0.371, -0.082], [-0.158, -0.021, -0.331], [-0.015, 0.241, 0.116], [0.732, -0.063, 0.215], [-0.424, -0.704, -0.393], [1.020, -0.241, 0.307], [-0.052, -0.131, -0.608], [0.055, 0.269, 0.800], [0.866, 0.357, -0.477], [0.420, -0.483, 0.089], [-1.007, -0.727, 1.605], [0.560, 0.976, -1.503], [0.043, 0.374, -0.379], [-0.031, -0.134, 0.107], [0.050, -0.041, 0.110], [0.306, -1.020, -0.525], [1.124, -1.254, -3.155], [-1.385, 1.453, 3.371], [-0.487, 0.041, 0.247], [0.277, 0.151, 0.251], [0.122, 0.628, -0.172], [-1.141, -0.438, 1.473], [1.019, 0.364, -1.352], [-0.026, -0.082, 0.109], [0.251, 0.121, -0.147], [0.171, 0.068, -0.236], [-0.237, 0.060, 0.203]], "mulliken_charge": [-0.169, 1.073, -0.295, -0.228, -0.330, -0.040, -0.603, -0.704, -0.696, 0.880, -0.175, 0.133, 0.624, 0.526, -0.558, 0.956, -0.588, -0.327, -0.410, -0.269, -0.420, -0.626, -0.448, 0.470, 0.545, 0.707, 0.450, 0.399, -1.341, 0.370, -0.430, 0.520, -0.266, -0.083, -0.724, 0.905, -0.303, 0.097, -1.325, 0.347, 0.334, 0.346, 0.152, 0.003, 0.371, 0.183, -0.390, -0.455, 0.337, 0.258, 0.079, 0.407, 0.295, 0.336, -0.533, -0.893, 0.115, 0.273, -0.829, -0.151, -0.107, -1.319, 0.450, -0.114, -1.333, 0.173, -0.137, 0.509, 0.265, 0.551, 0.191, 0.330, 0.401, 0.312, 0.299, 0.028, 0.463, 0.172, 0.470, 0.360, -1.305, 1.107, -0.207, 0.927, -0.814, -0.317, 0.998, -1.266, -0.255, -0.387, -1.153, 0.375, 0.323, 0.139, -0.374, -0.159, -0.435, 0.288, 0.279, 0.328, 0.256, 0.300, 0.367, 0.388, 0.305, 0.290, -1.351, -0.053, -0.386, 1.076, -0.763, -0.401, 0.849, -1.222, -0.149, -0.285, -1.021, 0.379, 0.327, 0.342, 0.279, 0.231, -0.410, 0.365, 0.285, 0.524, 0.014, 0.225, 0.478, 0.315, 0.404, 0.008, -0.444, -0.679, -0.438, -0.586, 0.612, -0.045, -0.068, -1.152, -0.071, -0.021, -1.338, 0.211, -0.135, 0.568, 0.456, 0.206, 0.125, 0.591, 0.008, 0.639, 0.066, 0.044, 0.361, 0.326, 0.305, 0.399, -1.180, 0.608, 0.084, 0.576, -0.707, -0.412, -0.250, -1.037, -0.337, 0.375, -1.249, 0.046, 0.546, 0.250, 0.250, -0.268, 0.309, 0.337, 0.308, 0.230, 0.375, 0.370, -0.165, 0.148, 0.410, 0.378, -0.178, 0.189, -0.456, 0.215, -0.141, 0.434, 0.318, 0.144, -0.652, 0.225, 0.430, -0.418, -0.469, -0.026, -0.151, 0.543, 0.117, 0.036], "total_charge": 0, "lumo_ha": -0.03658, "smiles": "O=[N+]([O-])c1ccccc1.O=[N+]([O-])c1ccccc1.CCOP(=O)(OCC)OCC.CCOP(=O)(OCC)OCC.CCOP(=O)(OCC)OCC.CCOP(=O)(OCC)OCC.CCOP(=O)(OCC)OCC.CCOP(=O)(OCC)OCC.CC#N.CC#N.CC#N"}